Entry 1:
# C70H173F6LiN12O26S2

A molecular structure, C70H173F6LiN12O26S2 (the ωB97M-V functional and the def2-TZVPD basis, the Open Molecules 2025 dataset).

XYZ file:
```
290
Properties=species:S:1:pos:R:3:mulliken_charge:R:1
S 0.689 0.545 0.530 -0.308
S 0.495 -1.601 -0.870 0.703
F 2.675 2.455 1.059 -0.018
F -1.908 -1.916 -2.102 0.138
F 1.510 2.821 -0.687 0.048
F -1.130 0.107 -2.169 0.056
F -0.360 -1.453 -3.526 -0.294
F 0.677 3.111 1.260 -0.023
O 4.823 0.119 10.096 -0.345
O 0.673 -8.954 2.405 -0.237
O -4.574 -5.354 -2.871 -0.475
O 3.086 -0.394 5.095 0.315
O 7.441 2.626 1.305 -0.098
O 0.570 6.073 -5.573 -0.382
O 0.926 3.497 8.973 -0.358
O 2.518 1.833 -3.205 0.133
O 4.392 -0.534 -0.028 0.487
O 1.092 -4.162 3.828 -0.446
O -3.666 4.881 2.185 -0.458
O -3.584 -5.056 1.660 -0.466
O -6.367 1.631 -9.001 -0.203
O 0.383 -4.880 -2.749 -0.527
O -2.132 3.607 -2.511 -0.408
O 1.086 -0.005 1.817 0.340
O 1.914 7.656 2.996 -0.638
O -0.744 -0.453 -7.020 -0.365
O -6.955 0.429 1.139 -0.237
O -5.084 -0.151 -4.675 -0.125
O -1.426 1.110 4.251 -0.325
O -8.777 -6.967 -3.212 -0.343
O 13.719 3.958 2.053 -0.320
O 1.329 -2.605 -1.551 -1.010
O -0.726 0.838 0.352 0.222
O -0.279 -2.069 0.280 -0.403
N 11.105 3.432 0.853 -0.292
N -0.520 6.481 -2.829 -0.515
N -6.809 1.897 -6.052 -0.454
N -0.360 -6.975 4.490 -0.061
N -6.405 -6.844 -4.515 -0.305
N -5.904 2.895 0.012 -0.041
N 0.594 1.111 -10.104 -0.779
N -4.570 -2.285 1.743 -0.371
N 1.419 -0.094 -0.672 0.387
N 1.352 1.290 6.740 -0.259
N 4.930 0.691 -2.514 -0.225
N 4.097 -2.453 7.500 -0.413
C -6.826 0.987 -10.163 -0.800
C 0.049 -5.976 -0.706 -0.363
C 9.882 2.543 0.832 -0.749
C -4.690 -5.109 -4.310 -0.015
C 0.326 1.713 5.753 -0.662
C 3.639 0.516 10.627 -0.635
C -6.494 -0.745 1.761 -0.866
C 3.258 -2.647 6.358 -1.026
C 2.398 5.380 3.599 -0.826
C -0.820 -1.152 -2.271 0.207
C -3.305 -2.680 1.116 1.045
C 5.692 -0.446 -0.521 -0.928
C 8.640 3.394 1.362 -0.583
C 1.717 6.328 2.574 0.597
C 1.617 -9.563 1.550 -0.880
C -6.118 -5.415 -4.841 -0.848
C 1.039 -8.960 3.823 -0.562
C -5.131 -1.110 1.057 0.151
C 4.284 -1.695 0.770 -0.598
C -9.901 -6.375 -2.595 -0.768
C 0.740 7.052 -3.329 -0.996
C 1.526 3.734 7.629 -0.928
C 2.366 6.170 1.174 -0.708
C -1.921 -0.711 -6.303 -0.799
C -2.499 4.649 3.018 -0.429
C -2.740 -3.922 1.900 -0.146
C 0.557 -6.121 5.236 -0.770
C 12.307 2.847 0.358 -0.602
C 1.444 2.341 0.538 -1.027
C 13.514 3.724 0.695 -0.612
C -3.077 -6.262 2.215 -0.644
C 1.046 -5.811 -1.845 0.859
C -6.636 4.535 1.431 -1.775
C 6.272 3.252 1.640 -0.748
C 3.540 0.353 3.949 -0.528
C 0.607 0.641 -8.710 0.840
C -7.276 2.504 -8.411 -0.806
C 1.537 1.585 -7.945 -1.286
C 0.695 4.771 9.551 -0.894
C -2.013 0.087 3.540 -0.101
C 3.574 2.070 -4.086 -0.364
C -0.446 0.545 5.094 0.120
C 2.262 2.408 7.179 -0.256
C -8.812 -6.815 -4.645 -0.503
C 4.791 -1.124 9.406 -0.721
C 3.629 -1.718 5.106 -0.621
C -6.800 3.014 -7.032 -0.577
C 1.473 6.277 -4.480 0.385
C -1.581 4.493 -1.589 -0.368
C 3.947 -1.115 8.102 -0.257
C -5.815 2.111 -5.016 -0.805
C -3.254 2.875 -2.018 0.268
C -5.047 -1.387 -4.041 -0.614
C 1.219 1.819 -3.837 -0.384
C -0.842 0.429 -8.131 -0.792
C -7.540 -7.405 -5.213 -0.798
C 0.238 -4.618 4.971 -0.249
C -4.214 3.682 1.694 -0.031
C -0.231 -8.444 4.631 -0.853
C 14.902 4.644 2.421 -0.719
C -8.242 0.839 1.598 -0.979
C -5.786 0.915 -4.035 -0.389
C 5.866 0.807 -1.349 -0.672
C 1.310 -7.142 -2.565 -1.632
C -0.244 5.188 -2.122 0.622
C 4.855 1.952 -3.242 -1.077
C -3.398 -4.901 -2.241 0.109
C -5.406 4.021 0.794 0.276
C 1.164 5.418 -6.765 -0.402
C 0.694 -2.919 3.208 1.013
Li 3.081 0.353 -1.518 0.853
H 3.290 -1.901 1.168 -0.433
H -0.298 -3.125 2.808 -0.658
H -4.845 2.331 -5.461 0.340
H -6.915 3.890 2.264 0.335
H 5.487 2.502 1.737 -0.100
H 1.779 -10.600 1.843 0.388
H -1.368 -0.440 2.837 -0.180
H -9.975 -5.298 -2.747 0.303
H 2.017 5.979 -7.146 0.337
H -3.460 -3.813 -2.201 -0.344
H 4.714 -1.665 5.019 0.526
H 2.590 -9.073 1.494 0.337
H -6.334 -0.593 2.828 0.403
H -4.679 -1.278 -3.021 0.226
H -3.952 -5.629 -4.919 0.365
H 9.681 2.055 -0.122 0.372
H -3.331 -5.247 -1.209 0.031
H 2.932 -0.763 8.289 0.311
H 2.180 4.328 3.420 0.095
H -9.964 -6.622 -1.535 0.262
H 0.402 -3.968 5.830 0.267
H 1.598 5.077 10.080 0.306
H 2.946 2.617 6.357 0.268
H -5.341 1.201 -3.082 0.189
H -6.396 1.088 -6.493 0.297
H 2.491 1.683 -8.463 0.432
H 1.933 0.580 6.317 0.307
H -4.433 -0.290 1.226 -0.138
H 1.801 5.272 -4.216 -0.425
H 1.357 7.329 -2.473 0.351
H 0.845 2.756 -4.250 -0.063
H 0.522 8.017 -3.786 0.405
H 2.907 1.229 3.811 -0.096
H 6.045 -1.236 -1.183 0.384
H 0.418 -7.739 -2.754 0.345
H 1.914 -8.358 4.068 0.322
H -3.860 -7.016 2.294 0.377
H 4.960 -1.514 1.605 0.444
H 0.476 5.596 8.875 0.362
H 2.849 0.666 9.891 0.219
H -6.211 3.049 -4.627 0.524
H 1.840 -7.803 -1.878 0.385
H 0.601 -2.062 3.876 0.261
H -5.980 -1.946 -4.115 0.394
H 12.171 2.869 -0.723 0.353
H -0.161 -6.893 3.504 0.024
H -8.124 1.000 2.669 0.398
H -1.772 3.980 2.559 -0.004
H 10.069 1.655 1.436 0.348
H 2.077 5.190 0.794 -0.185
H -6.542 5.537 1.850 0.395
H -5.056 4.682 0.001 0.297
H -2.572 -6.181 3.178 0.295
H 1.453 4.391 -6.543 -0.064
H -3.522 -2.791 0.054 -0.100
H 6.372 3.698 2.630 0.582
H -0.824 -0.080 5.903 0.445
H 14.964 5.545 1.811 0.318
H 0.635 6.217 2.498 0.055
H -1.764 -1.460 -5.527 0.087
H 2.882 2.082 8.013 0.264
H -2.753 4.232 3.992 0.353
H 2.357 6.830 -4.800 0.536
H -8.853 -5.764 -4.931 0.310
H 1.391 -2.640 2.418 -0.288
H 2.016 -5.478 -1.476 0.148
H -1.465 4.015 -0.617 0.025
H 6.327 -0.220 0.336 0.489
H 0.781 4.124 6.936 0.394
H -4.584 3.027 2.483 0.419
H -0.039 0.455 -10.539 0.273
H -7.457 4.627 0.720 0.451
H 11.392 3.654 1.795 0.231
H -0.343 2.384 6.293 0.576
H 4.555 0.714 4.114 0.552
H 4.816 2.747 -2.497 0.299
H -6.288 -5.260 -5.906 0.394
H -7.499 -7.183 -6.279 0.355
H 5.998 4.064 0.966 0.372
H 1.530 1.037 -10.477 0.249
H 3.650 3.075 -4.500 0.236
H -6.810 0.679 -3.744 0.390
H 0.177 4.520 -2.873 -0.199
H -2.347 5.252 -1.428 0.449
H -0.192 4.688 10.179 0.270
H 2.253 4.538 7.749 0.625
H -10.808 -6.821 -3.003 0.309
H 12.493 1.855 0.767 0.351
H -6.214 2.171 0.645 -0.054
H 1.237 -9.992 4.113 0.485
H 3.443 6.246 1.326 0.302
H -5.270 -1.220 -0.019 0.048
H -7.826 0.570 -10.049 0.311
H 3.716 1.389 11.274 0.232
H -3.434 3.144 1.154 -0.039
H -4.421 -4.069 -4.495 -0.008
H 1.823 -6.966 -3.510 0.385
H -3.031 2.165 -1.222 0.084
H -5.775 3.358 -7.172 0.339
H -6.522 -6.841 -3.512 0.315
H 1.238 -9.598 0.529 0.215
H 1.095 1.111 -4.657 0.502
H 8.608 4.280 0.728 0.343
H -0.975 -6.259 -0.952 0.138
H -7.431 3.836 -6.696 0.376
H -0.139 -8.852 5.638 0.442
H 8.811 3.657 2.405 0.292
H 15.862 4.134 2.336 0.273
H -2.681 -1.166 -6.937 0.504
H -6.098 0.295 -10.586 0.248
H -2.480 -5.157 -2.769 0.395
H -9.709 -7.338 -4.976 0.527
H 3.764 -3.138 8.164 0.295
H 4.341 -0.373 7.408 0.157
H -2.333 0.184 -5.837 0.397
H -1.930 5.539 3.289 0.337
H -0.800 -4.455 4.682 0.227
H -1.099 -8.983 4.251 0.310
H 13.362 4.639 0.122 0.348
H -0.070 -5.033 -0.171 -0.260
H -6.872 1.695 -10.990 0.317
H -3.750 2.408 -2.869 -0.342
H 3.451 -3.675 6.053 0.350
H 3.291 -0.293 11.270 0.339
H -7.590 -8.471 -4.990 0.352
H 2.081 6.957 0.475 0.347
H 5.277 -0.098 -3.041 0.182
H 1.137 -0.311 -8.719 0.164
H 4.474 -1.882 10.123 0.432
H 0.489 -6.621 0.054 0.268
H -1.510 -0.003 -8.876 0.389
H -2.377 -6.591 1.447 0.128
H 0.296 0.028 4.485 -0.486
H -2.571 -1.882 1.226 -0.607
H 0.406 -6.319 6.297 0.429
H 3.490 1.408 -4.948 0.393
H -6.864 -4.869 -4.263 0.356
H -8.526 1.765 1.098 0.241
H -2.618 -3.580 2.928 0.282
H 14.768 4.835 3.486 0.244
H -9.071 0.142 1.470 0.311
H 3.358 -2.275 4.209 0.133
H 5.775 2.129 -3.801 0.579
H 14.401 3.284 0.240 0.419
H 6.916 0.974 -1.591 0.492
H -2.855 0.487 2.974 -0.199
H -6.752 3.173 -0.461 0.294
H 1.592 -6.280 4.934 0.287
H -0.969 6.222 -3.696 0.424
H 4.566 -2.550 0.155 0.439
H 5.802 -1.431 9.135 0.298
H -7.161 -1.601 1.666 0.368
H 3.460 5.613 3.522 0.352
H 5.544 1.621 -0.699 0.178
H -8.257 2.040 -8.310 0.387
H -7.412 3.348 -9.088 0.500
H 0.679 -4.009 -2.474 0.384
H -4.232 -1.901 -4.551 -0.096
H 0.754 2.321 4.956 0.021
H 1.095 2.581 -7.955 0.286
H 1.398 8.262 2.458 0.359
H -3.980 3.598 -1.644 0.081
H -5.198 -3.076 1.733 0.386
H 0.438 5.424 -7.579 0.303
H 2.236 -2.651 6.736 0.520
H -2.365 -0.686 4.222 0.548
H -1.741 -4.174 1.545 0.018
H 0.515 1.686 -3.016 -0.334
H -1.406 1.312 -7.831 0.365
H 1.959 5.638 4.563 0.203
H 3.626 -0.199 3.013 -0.211
H 0.436 5.428 -1.304 -0.165
H 1.678 1.336 -6.893 0.028
```

The gap between HOMO and LUMO is 0.2860 hartree.



Entry 2:
# C70H53BrF9N2O2P4Ti

A molecular structure, C70H53BrF9N2O2P4Ti (the ωB97M-V functional and the def2-TZVPD basis, the Open Molecules 2025 dataset).

XYZ file:
```
142
Properties=species:S:1:pos:R:3:mulliken_charge:R:1
Br -1.505 -0.605 -1.178 -0.471
Ti -0.573 0.101 0.978 -0.489
P -2.049 -2.064 2.199 0.382
P 1.287 1.707 -1.509 1.994
P -3.212 0.206 1.447 0.859
P 2.414 -1.787 -1.540 2.558
F 1.229 -0.535 -7.876 -0.292
F -2.079 7.176 -3.597 -0.269
F 7.725 2.754 0.065 -0.253
F -3.400 6.427 -2.061 -0.257
F 2.723 1.020 -8.070 -0.260
F 6.866 4.377 1.204 -0.265
F 6.955 2.388 2.054 -0.280
F -1.778 7.764 -1.536 -0.287
F 3.292 -0.940 -7.362 -0.253
O 0.655 -0.698 2.267 -0.409
O -1.240 5.616 1.757 -0.528
N -3.570 -1.480 1.585 0.430
N 0.162 1.816 1.776 0.538
C -4.380 0.859 0.228 0.259
C -2.425 -1.307 6.732 -0.660
C -3.303 -4.588 2.395 -0.651
C -1.076 -1.465 4.749 -0.474
C 3.559 -3.595 2.613 -1.096
C 0.397 3.289 -1.804 1.487
C 0.513 -3.860 -1.335 -0.203
C 5.385 2.769 0.328 -0.149
C 0.659 0.576 -3.955 0.273
C 0.846 0.200 -5.275 -1.308
C 1.266 -3.056 -2.186 -0.085
C -0.471 -4.702 -1.832 -0.214
C 2.574 -2.634 2.510 -0.573
C 0.725 4.497 -1.199 -0.655
C -0.077 5.621 -1.357 -1.246
C -2.130 -3.873 2.158 0.912
C 2.322 -0.008 -7.303 0.697
C 2.906 2.226 -0.832 -0.043
C -6.623 1.069 -0.632 -1.111
C -4.090 -2.233 0.413 -1.173
C -2.762 1.551 3.810 0.284
C 4.275 -3.191 -3.229 -0.414
C 3.403 1.437 0.201 -0.189
C 4.638 1.695 0.780 -0.827
C -3.559 -1.595 5.981 -0.630
C -3.100 2.170 5.006 -1.167
C 4.935 -1.078 -2.301 -0.284
C -0.771 3.228 -2.572 -1.396
C -1.563 4.346 -2.747 -1.098
C -1.349 3.431 0.943 -0.125
C 0.029 -3.961 -4.057 -0.919
C 4.910 3.572 -0.704 -1.270
C 6.736 3.070 0.920 0.709
C 3.868 -3.499 0.218 -0.734
C -0.845 2.140 0.974 0.796
C 0.730 2.691 2.621 -0.803
C -5.076 1.051 3.408 -0.568
C -0.718 -4.754 -3.196 -0.960
C -3.450 -1.820 4.620 -0.366
C -3.951 1.813 -0.689 0.704
C 1.009 -3.117 -3.556 -0.482
C -4.427 2.233 5.398 -0.763
C -5.414 1.670 4.598 -0.891
C 6.462 -2.298 -3.694 -0.656
C 1.672 1.214 -3.239 1.007
C 5.510 -3.296 -3.855 -0.799
C 2.222 -2.112 1.259 1.166
C -3.275 -5.972 2.411 -0.806
C -1.220 5.544 -2.130 0.253
C 6.176 -1.190 -2.909 -0.746
C -0.933 -4.557 1.968 -0.646
C -2.078 -6.651 2.209 -0.710
C 2.068 0.427 -5.885 0.228
C 3.972 -2.076 -2.450 0.057
C -1.185 -1.248 6.117 -0.840
C -3.744 0.986 3.001 0.725
C -0.905 -5.944 1.997 -0.322
C -5.723 0.477 0.238 -0.266
C -2.208 -1.748 3.991 0.689
C 0.285 3.984 2.650 -1.493
C 4.205 -4.022 1.457 -0.902
C -4.860 2.419 -1.545 -0.766
C 3.096 1.035 -5.180 -1.191
C 2.863 -2.544 0.090 -0.514
C 2.896 1.433 -3.868 -0.759
C 1.113 -1.161 1.203 1.300
C -2.114 6.737 -2.328 0.736
C -6.195 2.052 -1.514 -0.964
C -0.766 4.361 1.790 0.696
C 3.683 3.299 -1.281 0.465
H -0.104 -1.406 4.277 0.338
H -2.451 4.290 -3.364 0.520
H -6.903 2.520 -2.186 0.438
H -4.340 -2.016 4.034 0.281
H 2.818 0.593 0.547 -0.187
H -0.149 -4.000 -5.124 0.472
H -7.661 0.763 -0.621 0.454
H 0.050 -0.291 -5.817 0.540
H -1.481 -5.414 -3.588 0.423
H 1.537 2.340 3.252 0.571
H -4.901 -2.887 0.731 0.272
H 7.424 -2.384 -4.182 0.410
H 6.915 -0.410 -2.778 0.477
H 0.187 6.550 -0.873 0.512
H -3.311 -2.836 -0.055 0.241
H 3.716 1.895 -3.339 0.302
H -2.901 2.057 -0.757 -0.529
H 4.056 1.196 -5.653 0.494
H -0.014 -4.005 1.807 0.181
H 2.055 -2.281 3.392 0.555
H 4.708 -0.204 -1.699 0.193
H -4.696 2.716 6.328 0.430
H 4.983 -4.773 1.524 0.454
H -4.462 -1.551 -0.345 0.575
H -1.040 -5.322 -1.149 0.496
H -4.188 -6.526 2.586 0.457
H -2.512 -1.129 7.796 0.420
H -4.522 3.175 -2.240 0.470
H -0.279 0.335 -3.472 -0.152
H -0.788 6.176 2.399 0.353
H 1.580 -2.501 -4.240 0.769
H 5.729 -4.162 -4.465 0.468
H -4.529 -1.639 6.458 0.448
H -1.072 2.297 -3.035 0.344
H 3.330 3.925 -2.091 0.677
H -6.452 1.715 4.904 0.454
H -1.719 1.486 3.525 0.296
H 5.015 1.067 1.576 0.616
H 0.691 -3.834 -0.269 -0.104
H -6.067 -0.297 0.912 0.427
H 3.547 -3.983 -3.351 0.482
H 4.399 -3.835 -0.662 0.564
H -2.325 2.594 5.631 0.517
H -0.299 -1.029 6.699 0.478
H 1.599 4.573 -0.566 0.549
H 0.736 4.702 3.323 0.565
H 0.030 -6.468 1.846 0.481
H 3.828 -4.005 3.577 0.474
H -4.236 -4.067 2.568 0.288
H -5.858 0.614 2.804 0.293
H -2.063 -7.733 2.226 0.399
H -2.163 3.741 0.304 0.598
H 5.504 4.406 -1.055 0.473
```

The charge is +1. The gap between HOMO and LUMO is 0.2502 hartree.



no.,total energy (eV),LUMO level (eV)
1,-184675.07806,-0.315
2,-235295.51729,-3.217